Entry 1:
An isolated molecule of C7H8N2S. Source: OMol25; level of theory: the ωB97M-V functional and the def2-TZVPD basis.

Element x y z (Å)
C1 -3.64 0.48 -0.08
C2 -2.16 0.52 -0.01
C3 -1.39 -0.64 0.25
C4 -0.05 -0.22 0.16
C5 1.19 -0.95 0.12
C6 2.25 -0.08 -0.11
C7 3.72 -0.28 0.00
S1 1.65 1.46 -0.32
N1 0.10 1.08 -0.07
N2 -1.57 1.66 -0.23
H1 -4.07 1.07 -0.94
H2 -3.84 -0.58 -0.20
H3 -4.16 1.11 0.65
H4 -1.71 -1.69 0.26
H5 1.28 -2.06 0.32
H6 4.08 -1.23 0.50
H7 4.04 0.43 0.70
H8 4.27 -0.07 -0.99

2S+1	1
relative energy (zero: lowest compared OMol25 entry of this formula, charge and spin)	74.5	kcal per mole
molecular weight	152.22	g/mol
HOMO energy	-0.2751	Eh
gap between HOMO and LUMO	8.20	eV
LUMO energy	0.71	eV
F_max	0.085	hartree/bohr
charge	0
SMILES	Cc1cc2cc(C)sn2n1

=====

Entry 2:
A cluster of 2 separate species, C7H8N3 in total. Source: OMol25; level of theory: the ωB97M-V functional and the def2-TZVPD basis.

Element x y z (Å)
C1 0.32 1.08 3.11
C2 -0.16 -1.49 0.65
C3 0.21 -1.85 -0.67
C4 -0.51 -0.15 0.84
C5 0.35 -0.83 -1.64
C6 0.81 -1.09 -2.88
C7 -1.27 1.92 -0.09
N1 -0.23 0.35 -1.39
N2 1.02 1.10 4.02
N3 -0.65 0.63 -0.22
H1 -0.31 -2.27 1.37
H2 0.70 -2.78 -0.92
H3 0.82 -0.36 -3.60
H4 1.11 -2.05 -3.03
H5 -2.32 1.88 0.25
H6 -1.01 2.35 -1.06
H7 -0.72 2.50 0.63
H8 1.85 1.07 4.64

2S+1	1
relative energy (zero: lowest compared OMol25 entry of this formula, charge and spin)	121.4	kcal per mole
molecular weight	134.16	g/mol
HOMO energy (spin up / spin down)	-0.4630 / -0.5214	Eh
gap between HOMO and LUMO (spin up / spin down)	7.01 / 8.61	eV
LUMO energy (spin up / spin down)	-5.59 / -5.58	eV
F_max	0.053	hartree/bohr
charge	+1

=====

Entry 3:
The ion C7H8N3O with charge +1. Source: OMol25; level of theory: the ωB97M-V functional and the def2-TZVPD basis.

Element x y z (Å)
C1 0.69 1.84 -2.52
C2 0.57 0.34 -2.93
N1 0.22 -0.52 -1.88
N2 -0.30 -0.39 -0.86
C3 -0.30 -0.57 0.48
N3 -1.51 -1.06 0.87
C4 -1.77 -1.30 2.06
C5 -0.82 -1.27 3.14
C6 0.34 -0.71 2.82
C7 0.68 -0.09 1.56
O1 1.58 0.73 1.45
H1 -0.17 2.36 -2.42
H2 1.34 2.35 -3.19
H3 1.13 1.75 -1.56
H4 1.35 -0.18 -3.47
H5 -0.26 0.23 -3.70
H6 -2.72 -1.59 2.35
H7 -1.06 -1.57 4.19
H8 1.02 -0.35 3.61

2S+1	1
relative energy (zero: lowest compared OMol25 entry of this formula, charge and spin)	129.0	kcal per mole
molecular weight	150.16	g/mol
HOMO energy (spin up / spin down)	-0.5047 / -0.5048	Eh
gap between HOMO and LUMO (spin up / spin down)	7.34 / 7.34	eV
LUMO energy (spin up / spin down)	-6.40 / -6.40	eV
F_max	0.083	hartree/bohr
charge	+1
SMILES	CCN=[N+]=C1N=CC=CC1=O

=====

Entry 4:
An isolated molecule of C7H8N4O. Source: OMol25; level of theory: the ωB97M-V functional and the def2-TZVPD basis.

Element x y z (Å)
H1 -4.17 -1.14 0.43
N1 -3.77 -0.30 0.03
C1 -2.50 -0.49 0.09
N2 -1.83 -1.63 0.47
N3 -1.71 0.68 -0.36
C2 -0.46 1.30 -0.15
O1 -0.39 2.52 -0.02
C3 0.80 0.43 -0.04
C4 1.99 1.10 0.34
C5 3.18 0.24 0.31
C6 3.07 -1.11 -0.05
C7 1.78 -1.56 -0.35
N4 0.72 -0.78 -0.51
H2 -2.37 -2.46 0.76
H3 -0.85 -1.73 0.16
H4 -2.40 1.41 -0.36
H5 2.05 2.09 0.73
H6 4.16 0.70 0.64
H7 4.02 -1.63 0.00
H8 1.68 -2.59 -0.48

2S+1	1
relative energy (zero: lowest compared OMol25 entry of this formula, charge and spin)	14.9	kcal per mole
molecular weight	164.17	g/mol
HOMO energy	-0.3353	Eh
gap between HOMO and LUMO	9.14	eV
LUMO energy	0.02	eV
F_max	0.088	hartree/bohr
charge	0
SMILES	[H]/N=C(\N)NC(=O)c1ccccn1

=====

Entry 5:
A cluster of 2 separate species, C7H8N4OS in total. Source: OMol25; level of theory: the ωB97M-V functional and the def2-TZVPD basis.

Element x y z (Å)
C1 3.07 0.03 -0.19
C2 2.10 0.66 -0.84
C3 2.76 -0.81 0.90
C4 0.77 0.46 -0.57
C5 1.45 -1.01 1.25
C6 0.43 -0.35 0.53
C7 -1.61 -1.22 -0.10
N1 -2.96 0.90 -0.73
N2 -2.86 1.87 -0.14
N3 -2.42 2.88 0.34
N4 -0.91 -0.71 0.90
O1 -1.21 -1.44 -1.35
S1 -3.32 -1.40 0.25
H1 4.05 0.37 -0.40
H2 2.33 1.42 -1.49
H3 3.68 -1.13 1.52
H4 0.02 1.03 -0.94
H5 1.23 -1.61 2.27
H6 -2.77 2.96 1.28
H7 -0.31 -0.99 -1.48
H8 -3.51 -1.93 -1.00

2S+1	1
relative energy (zero: lowest compared OMol25 entry of this formula, charge and spin)	82.2	kcal per mole
molecular weight	196.24	g/mol
HOMO energy	-0.3166	Eh
gap between HOMO and LUMO	9.26	eV
LUMO energy	0.64	eV
F_max	0.092	hartree/bohr
charge	0

=====

Entry 6:
The ion C7H8NS2 with charge +1. Source: OMol25; level of theory: the ωB97M-V functional and the def2-TZVPD basis.

Element x y z (Å)
N1 -2.50 -0.60 1.10
C1 -1.61 -0.69 0.20
C2 -0.28 -0.16 0.15
C3 0.07 0.63 1.27
C4 1.37 1.25 1.40
C5 2.35 0.90 0.49
C6 1.98 0.24 -0.68
C7 0.78 -0.39 -0.76
S1 0.65 -1.37 -2.26
S2 -1.22 -1.38 -3.07
H1 -3.34 -1.13 0.93
H2 -2.32 -0.13 1.95
H3 -1.97 -1.20 -0.60
H4 -0.68 1.13 1.89
H5 1.51 1.96 2.31
H6 3.46 1.24 0.49
H7 2.84 -0.14 -1.20
H8 -1.08 -0.16 -3.60

2S+1	1
relative energy (zero: lowest compared OMol25 entry of this formula, charge and spin)	13.4	kcal per mole
molecular weight	170.28	g/mol
HOMO energy	-0.4587	Eh
gap between HOMO and LUMO	7.21	eV
LUMO energy	-5.28	eV
F_max	0.071	hartree/bohr
charge	+1
SMILES	[NH2+]=Cc1ccccc1SS

=====

Entry 7:
A cluster of 2 separate species, C7H8O in total. Source: OMol25; level of theory: the ωB97M-V functional and the def2-TZVPD basis.

Element x y z (Å)
C1 -2.00 -1.59 0.25
C2 -0.94 -1.02 0.39
C3 0.58 -1.01 0.19
C4 0.99 -1.29 -1.23
O1 1.31 -1.07 1.14
H1 -2.99 -1.92 0.09
H2 0.73 -2.32 -1.49
H3 0.48 -0.61 -1.91
H4 2.07 -1.16 -1.33
C5 0.97 1.71 -0.19
C6 -0.01 1.97 0.65
C7 -1.08 1.80 1.32
H5 0.92 2.06 -1.21
H6 1.94 1.38 0.17
H7 -1.53 2.45 2.05
H8 -1.43 0.62 1.13

2S+1	1
relative energy (zero: lowest compared OMol25 entry of this formula, charge and spin)	123.5	kcal per mole
molecular weight	108.14	g/mol
HOMO energy	-0.3481	Eh
gap between HOMO and LUMO	9.85	eV
LUMO energy	0.38	eV
F_max	0.072	hartree/bohr
charge	0
SMILES	C#CC(C)=O.C=C=C

=====

Entry 8:
An isolated molecule of C7H8O2. Source: OMol25; level of theory: the ωB97M-V functional and the def2-TZVPD basis.

Element x y z (Å)
C1 2.75 -0.14 0.19
C2 1.55 0.01 0.19
C3 0.09 0.15 0.31
C4 -0.75 -0.65 -0.64
C5 -0.08 -1.57 -1.60
O1 -1.96 -0.50 -0.59
C6 -0.56 0.50 1.64
C7 -0.44 1.59 0.65
O2 -1.56 2.09 0.03
H1 3.81 -0.18 0.17
H2 0.55 -2.22 -0.98
H3 -0.79 -2.18 -2.18
H4 0.68 -1.11 -2.24
H5 -1.50 0.01 1.86
H6 0.09 0.45 2.52
H7 0.26 2.39 0.87
H8 -2.16 1.36 -0.19

2S+1	1
relative energy (zero: lowest compared OMol25 entry of this formula, charge and spin)	63.1	kcal per mole
molecular weight	124.14	g/mol
HOMO energy	-0.3444	Eh
gap between HOMO and LUMO	10.26	eV
LUMO energy	0.89	eV
F_max	0.029	hartree/bohr
charge	0
SMILES	C#C[C@@]1(C(C)=O)C[C@@H]1O

=====

Please write out number 7 again, unchanged.
A cluster of 2 separate species, C7H8O in total. Source: OMol25; level of theory: the ωB97M-V functional and the def2-TZVPD basis.

Element x y z (Å)
C1 -2.00 -1.59 0.25
C2 -0.94 -1.02 0.39
C3 0.58 -1.01 0.19
C4 0.99 -1.29 -1.23
O1 1.31 -1.07 1.14
H1 -2.99 -1.92 0.09
H2 0.73 -2.32 -1.49
H3 0.48 -0.61 -1.91
H4 2.07 -1.16 -1.33
C5 0.97 1.71 -0.19
C6 -0.01 1.97 0.65
C7 -1.08 1.80 1.32
H5 0.92 2.06 -1.21
H6 1.94 1.38 0.17
H7 -1.53 2.45 2.05
H8 -1.43 0.62 1.13

2S+1	1
relative energy (zero: lowest compared OMol25 entry of this formula, charge and spin)	123.5	kcal per mole
molecular weight	108.14	g/mol
HOMO energy	-0.3481	Eh
gap between HOMO and LUMO	9.85	eV
LUMO energy	0.38	eV
F_max	0.072	hartree/bohr
charge	0
SMILES	C#CC(C)=O.C=C=C